Record 1
ORCA calculation (wB97M-V/def2-TZVPD) on a molecular structure, C25H37N9PSTi at a distorted geometry.

Values from the calculation:
Energy above the lowest of the compared OMol25 structures with the same formula, charge and spin: 7.8 kcal per mole
Total charge: +1
HOMO-LUMO gap (alpha / beta): 5.87 / 8.38 eV
Expectation value of S²: 2.01
E_HOMO (alpha / beta): -7.69 / -10.21 eV
2S+1: 3

Last column: Löwdin charge in e.
Geometry (Å):
1 Ti -0.029 -0.417 0.932  0.51
2 C -2.360 -2.363 2.936  -0.19
3 C -1.013 -1.982 3.560  -0.18
4 N -0.490 -0.663 3.090  -0.14
5 C -1.413 0.490 3.469  -0.16
6 C -2.553 0.756 2.497  -0.19
7 N -2.207 0.545 1.093  -0.12
8 C -3.333 -0.127 0.399  -0.18
9 C -3.545 -1.476 0.992  -0.21
10 N -2.310 -2.173 1.455  -0.04
11 H -2.575 -3.418 3.200  0.13
12 H -3.148 -1.790 3.428  0.10
13 H -1.128 -2.046 4.661  0.13
14 H -0.264 -2.720 3.225  0.12
15 H 0.328 -0.468 3.694  0.12
16 H -1.805 0.265 4.442  0.11
17 H -0.784 1.367 3.593  0.10
18 H -3.427 0.118 2.725  0.11
19 H -2.864 1.761 2.643  0.11
20 H -1.999 1.485 0.689  0.12
21 H -4.229 0.509 0.499  0.13
22 H -3.137 -0.230 -0.672  0.10
23 H -4.293 -1.500 1.778  0.11
24 H -3.970 -2.126 0.223  0.12
25 H -2.267 -3.089 1.015  0.11
26 C -0.278 5.026 1.916  -0.09
27 C 0.853 4.029 2.151  -0.21
28 C 0.589 2.697 1.649  -0.10
29 N 0.409 1.656 1.144  0.10
30 H -0.088 6.020 2.375  0.09
31 H -1.225 4.640 2.369  0.08
32 H -0.518 5.161 0.836  0.09
33 H 1.097 3.957 3.215  0.13
34 H 1.776 4.392 1.773  0.11
35 S 4.353 -1.391 1.128  0.64
36 C 2.893 -0.981 1.432  -0.97
37 N 1.783 -0.604 1.662  -0.09
38 C -0.434 -1.227 -2.830  -0.26
39 P 0.191 0.118 -1.720  0.98
40 C -0.565 1.612 -2.446  -0.35
41 C 0.093 2.881 -2.583  -0.06
42 C -0.574 3.924 -3.206  -0.07
43 C -1.949 3.803 -3.524  -0.08
44 C -2.579 2.611 -3.273  -0.09
45 C -1.873 1.523 -2.795  -0.15
46 C 1.947 0.244 -2.233  -0.35
47 C 2.529 -0.583 -3.223  -0.08
48 C 3.802 -0.272 -3.678  -0.08
49 C 4.510 0.832 -3.171  -0.08
50 C 4.015 1.522 -2.088  -0.07
51 C 2.706 1.243 -1.638  -0.13
52 H -0.325 -0.904 -3.858  0.05
53 H -1.517 -1.314 -2.637  0.03
54 H 0.030 -2.202 -2.675  0.03
55 H 1.151 2.940 -2.378  0.08
56 H -0.038 4.848 -3.385  0.10
57 H -2.496 4.668 -3.903  0.11
58 H -3.674 2.613 -3.404  0.12
59 H -2.364 0.542 -2.694  0.09
60 H 1.986 -1.447 -3.590  0.09
61 H 4.309 -0.947 -4.376  0.11
62 H 5.433 1.151 -3.666  0.11
63 H 4.613 2.293 -1.612  0.11
64 H 2.303 1.825 -0.825  0.08
65 N 2.121 -6.341 -0.132  0.17
66 C 2.225 -5.024 0.106  -0.42
67 N 3.410 -4.403 -0.143  0.20
68 N 1.106 -4.362 0.518  0.13
69 C 0.755 -3.235 0.109  -0.29
70 N 0.216 -2.160 -0.015  -0.01
71 H 2.993 -6.812 -0.390  0.13
72 H 1.286 -6.849 0.221  0.15
73 H 4.246 -4.948 -0.296  0.12
74 H 3.585 -3.474 0.217  -0.01

Record 2
ORCA calculation (wB97M-V/def2-TZVPD) on a molecular structure, C25H38InN2O4SiTe.

Values from the calculation:
Energy above the lowest of the compared OMol25 structures with the same formula, charge and spin: 15.9 kcal per mole
Total charge: +1
HOMO-LUMO gap: 8.14 eV
E_HOMO: -11.58 eV

Last column: Löwdin charge in e.
Geometry (Å):
1 In 0.818 0.825 0.724  0.84
2 O 7.005 3.793 0.421  0.13
3 C 5.702 3.862 0.787  -0.46
4 O 5.270 4.850 1.283  0.18
5 C 4.881 2.639 0.508  -0.02
6 C 5.346 1.416 0.070  0.01
7 N 4.307 0.579 0.005  0.02
8 N 3.165 1.178 0.389  0.00
9 C 3.493 2.437 0.688  -0.09
10 C 2.364 3.359 1.121  -0.54
11 O 2.472 4.548 1.121  0.16
12 O 1.271 2.690 1.427  -0.19
13 H 7.238 2.955 0.014  0.09
14 H 6.334 1.061 -0.175  0.15
15 H 4.331 -0.406 -0.204  0.11
16 C -2.213 -1.830 1.506  -0.09
17 C -2.316 -1.073 0.172  -0.61
18 C -3.781 -1.135 -0.306  -0.07
19 C -1.456 -1.852 -0.830  -0.10
20 Si -1.791 0.751 0.367  0.77
21 C -2.029 1.852 -1.168  -0.63
22 C -3.492 2.349 -1.184  -0.07
23 C -1.098 3.074 -1.191  -0.09
24 C -1.772 1.084 -2.472  -0.09
25 C -2.233 1.549 2.047  -0.62
26 C -3.731 1.297 2.322  -0.08
27 C -2.004 3.070 2.061  -0.08
28 C -1.413 0.977 3.214  -0.10
29 H -2.487 -2.875 1.334  0.10
30 H -2.881 -1.447 2.274  0.07
31 H -1.195 -1.816 1.907  0.06
32 H -4.097 -2.181 -0.356  0.10
33 H -3.907 -0.716 -1.303  0.07
34 H -4.469 -0.623 0.366  0.08
35 H -1.818 -2.884 -0.873  0.10
36 H -0.416 -1.888 -0.509  0.02
37 H -1.486 -1.458 -1.843  0.07
38 H -3.721 2.996 -0.339  0.07
39 H -4.216 1.535 -1.195  0.07
40 H -3.656 2.938 -2.091  0.10
41 H -1.203 3.732 -0.333  0.07
42 H -1.322 3.657 -2.088  0.10
43 H -0.043 2.791 -1.256  0.06
44 H -2.491 0.284 -2.645  0.07
45 H -0.766 0.657 -2.513  0.08
46 H -1.860 1.783 -3.308  0.10
47 H -4.369 1.695 1.532  0.08
48 H -4.009 1.811 3.246  0.10
49 H -3.972 0.243 2.455  0.06
50 H -2.634 3.599 1.348  0.07
51 H -0.964 3.343 1.878  0.07
52 H -2.268 3.440 3.055  0.10
53 H -1.504 -0.101 3.336  0.07
54 H -1.756 1.444 4.142  0.10
55 H -0.350 1.236 3.139  0.05
56 C 1.056 -3.760 0.755  -0.40
57 Te 2.215 -2.012 1.098  1.33
58 C 2.257 -1.865 -1.049  -0.42
59 C 1.998 -3.277 -1.522  -0.29
60 C 2.318 -3.666 -2.817  -0.03
61 C 2.071 -4.963 -3.236  -0.06
62 C 1.505 -5.879 -2.360  -0.06
63 C 1.183 -5.496 -1.068  -0.03
64 C 1.423 -4.194 -0.643  -0.29
65 H 0.005 -3.492 0.849  0.03
66 H 1.305 -4.500 1.512  0.07
67 H 3.207 -1.475 -1.410  0.05
68 H 1.470 -1.184 -1.381  0.03
69 H 2.770 -2.956 -3.499  0.12
70 H 2.332 -5.264 -4.241  0.11
71 H 1.326 -6.896 -2.680  0.11
72 H 0.752 -6.215 -0.383  0.12

Record 3
ORCA calculation (wB97M-V/def2-TZVPD) on a molecular structure, C25H39B2Br3Cl8F6KMgN2NaO16P2S2 at a distorted geometry.

Values from the calculation:
HOMO-LUMO gap: 5.30 eV
E_HOMO: -7.97 eV

Last column: Löwdin charge in e.
Geometry (Å):
1 C -1.643 -4.437 -1.600  -0.05
2 C -2.577 -3.265 -1.902  -0.14
3 C -3.365 -2.886 -0.692  -0.48
4 O -4.537 -2.773 -0.625  0.19
5 O -2.572 -2.615 0.444  -0.08
6 C -2.376 -1.162 0.483  -0.18
7 C -0.947 -0.703 0.188  -0.18
8 B -0.064 -0.203 1.486  -0.96
9 C 0.152 -1.470 2.498  -0.17
10 C 1.116 -1.289 3.714  -0.47
11 C 1.967 -2.553 3.835  -0.04
12 C 0.406 -1.086 5.108  -0.28
13 P -0.993 1.257 2.368  0.89
14 C -2.163 0.683 3.710  -0.24
15 C -1.830 2.400 1.235  -0.27
16 P 1.670 0.529 0.915  1.04
17 C 2.233 -0.160 -0.683  -0.40
18 C 3.408 -1.144 -0.555  -0.15
19 C 1.750 2.379 0.815  -0.46
20 C 3.231 2.749 0.658  -0.17
21 H -0.923 -4.553 -2.407  0.08
22 H -1.072 -4.274 -0.688  0.07
23 H -2.242 -5.336 -1.488  0.09
24 H -3.270 -3.488 -2.699  0.08
25 H -2.016 -2.359 -2.153  0.12
26 H -2.788 -0.777 1.424  0.10
27 H -3.016 -0.753 -0.300  0.13
28 H -0.433 -1.555 -0.265  0.10
29 H -0.953 0.065 -0.588  0.10
30 H -0.789 -1.870 2.880  0.04
31 H 0.594 -2.268 1.903  0.11
32 H 1.874 -0.466 3.599  0.08
33 H 1.364 -3.324 4.317  0.10
34 H 2.839 -2.403 4.469  0.10
35 H 2.300 -2.922 2.869  0.08
36 H -0.435 -1.742 5.277  0.04
37 H 1.155 -1.277 5.865  0.04
38 H 0.123 -0.028 5.272  -0.04
39 H -2.045 1.224 4.644  0.05
40 H -2.119 -0.382 3.921  0.01
41 H -3.189 0.893 3.393  0.05
42 H -1.745 3.421 1.600  -0.01
43 H -1.279 2.384 0.295  0.04
44 H -2.866 2.129 1.061  0.01
45 H 2.582 0.686 -1.279  0.07
46 H 1.441 -0.624 -1.270  0.07
47 H 4.117 -0.830 0.204  0.07
48 H 3.047 -2.157 -0.394  0.07
49 H 3.923 -1.165 -1.516  0.07
50 H 1.389 2.861 1.721  0.04
51 H 1.203 2.717 -0.071  0.04
52 H 3.728 2.384 1.550  0.05
53 H 3.676 2.226 -0.184  0.07
54 H 3.382 3.824 0.623  0.05
55 Mg 0.780 1.081 3.897  0.92
56 C -0.136 5.972 -0.909  -1.47
57 Cl -0.805 5.744 0.702  0.60
58 Cl 1.562 5.600 -0.973  0.64
59 Cl -1.048 4.938 -2.068  0.44
60 H -0.271 7.005 -1.202  0.02
61 C -5.967 3.946 0.603  -2.04
62 Cl -4.343 4.263 -0.079  0.49
63 Cl -7.187 4.497 -0.539  0.56
64 Cl -6.133 2.216 0.873  0.57
65 Cl -6.122 4.816 2.121  0.57
66 Cl -0.495 -0.623 7.598  -0.40
67 K -3.385 5.536 -3.338  0.79
68 B -5.901 -1.413 -5.055  -0.93
69 O -5.177 -2.715 -4.787  -0.01
70 C -5.707 -3.240 -3.669  -0.39
71 O -5.361 -4.272 -3.176  0.15
72 C -6.805 -2.313 -3.143  -0.40
73 O -7.468 -2.492 -2.166  0.16
74 O -6.893 -1.289 -3.972  0.23
75 O -5.038 -0.187 -5.057  0.01
76 C -5.163 0.409 -6.238  -0.44
77 O -4.606 1.423 -6.553  0.13
78 C -6.125 -0.419 -7.104  -0.39
79 O -6.455 -0.162 -8.221  0.17
80 O -6.541 -1.446 -6.374  0.24
81 C -1.252 -1.769 -5.993  -1.56
82 Br -0.800 -0.126 -6.903  0.55
83 Br -3.039 -1.649 -5.254  1.00
84 Br -0.973 -3.310 -7.100  0.67
85 H -0.578 -1.864 -5.154  -0.04
86 Na -2.526 -2.623 3.120  0.71
87 C 1.948 -7.323 -6.700  0.05
88 N 0.890 -6.314 -6.417  -0.45
89 O 0.853 -5.830 -5.305  0.05
90 O 0.136 -6.049 -7.328  -0.02
91 H 2.541 -7.458 -5.803  0.09
92 H 1.450 -8.244 -6.985  0.10
93 H 2.551 -6.940 -7.517  0.10
94 C 9.674 4.664 5.067  -0.69
95 F 10.832 4.472 5.696  0.14
96 F 9.226 5.885 5.377  0.13
97 F 9.905 4.640 3.749  0.12
98 S 8.468 3.363 5.560  0.58
99 O 8.284 3.540 6.968  -0.28
100 O 9.058 2.129 5.136  -0.28
101 N 7.266 3.882 4.652  -0.30
102 S 5.911 3.098 4.666  0.55
103 O 5.124 3.200 5.863  -0.29
104 O 5.908 1.816 4.014  -0.30
105 C 5.032 4.180 3.473  -0.68
106 F 5.617 4.216 2.271  0.12
107 F 4.921 5.444 3.881  0.14
108 F 3.784 3.688 3.308  0.06

> Number 2 is which compound?

C25H38InN2O4SiTe